ORCA calculation (ωB97M-V with the def2-TZVPD basis set) on an isolated ion of composition C4H13N2O and charge +1.

Each line ends with the natural charge from an NBO analysis.
Element x y z (Å)
1 N 1.01 1.36 0.93  -0.7145
2 C -0.49 1.73 0.76  -0.2404
3 C -1.29 0.89 -0.21  -0.2743
4 N -1.20 -0.54 0.10  -0.6443
5 C -0.46 -1.36 -0.86  -0.2465
6 C 0.78 -1.94 -0.19  -0.0921
7 O 1.87 -1.03 -0.39  -0.7852
8 H 1.19 0.33 0.74  0.4886
9 H 1.19 1.73 1.85  0.4451
10 H 1.56 1.90 0.20  0.4437
11 H -0.97 1.86 1.83  0.2409
12 H -0.55 2.83 0.43  0.2331
13 H -2.39 1.15 -0.15  0.2460
14 H -1.05 1.17 -1.28  0.2061
15 H -2.09 -0.90 0.19  0.3813
16 H -1.13 -2.11 -1.14  0.2140
17 H -0.03 -0.76 -1.73  0.1941
18 H 0.92 -2.79 -0.77  0.1875
19 H 0.73 -2.30 0.90  0.2071
20 H 2.39 -1.23 -1.19  0.5099

Calculated values
Energy relative to the best compared isomer or geometry (same formula, charge and spin), kcal/mol: 64.2
HOMO energy, eV: -13.1
E, eV: -9378.802
Charge: +1
LUMO, eV: -3.194
SMILES string: [NH3+]CCNCCO
Gap between HOMO and LUMO, hartree: 0.364